{
  "formula": "CH5NO2P",
  "method": "wB97M-V/def2-TZVPD",
  "elements": ["O", "H", "C", "H", "H", "H", "H", "O", "N", "P"],
  "coordinates": [[-0.764, -0.649, 2.249], [-0.562, 0.339, 1.729], [1.076, -0.363, -1.481], [-1.524, -0.960, 1.750], [1.607, -1.056, -2.080], [1.369, -0.282, -0.455], [0.601, 0.658, 0.310], [-1.072, 0.955, -0.610], [-0.237, 1.232, 0.523], [-0.493, 0.126, -1.936]],
  "total_charge": -1,
  "relative_energy_ev": 6.0631,
  "e_homo_ev": [-2.603, -2.602],
  "fmax_ev_per_a": 2.4,
  "e_lumo_ev": [4.462, 4.462]
}